Entry 1:
This record from the OMol25 dataset describes a 2-piece molecular cluster, C5H11ClOS overall at a distorted geometry. The level of theory is wB97M-V/def2-TZVPD.

The geometry in XYZ format:
```
19
Properties=species:S:1:pos:R:3:forces:R:3
C -1.548 1.005 0.893 0.901 0.728 -0.741
C -0.195 -0.386 -0.632 -3.226 -0.024 -1.968
C -0.899 -1.378 1.626 -3.293 4.282 -0.110
C 2.263 0.238 -3.501 -1.222 0.574 -1.660
C -0.447 -0.034 0.795 0.074 -0.995 2.166
O 2.463 1.235 -2.731 -0.062 0.300 -0.249
S 1.170 0.645 1.423 -0.948 0.491 0.590
Cl 2.844 -1.320 -3.071 0.670 -0.220 0.987
H -1.649 1.512 1.868 -0.454 -0.783 -0.229
H -1.299 1.814 0.191 0.014 -0.066 0.150
H -2.401 0.515 0.441 -0.813 0.174 0.575
H -0.963 -1.181 -0.970 0.670 1.426 0.371
H 0.667 -0.953 -0.704 2.246 -0.639 -0.528
H -0.284 0.509 -1.365 0.548 -1.544 1.290
H -1.241 -1.111 2.722 0.961 -0.570 -2.155
H -1.831 -1.651 1.042 0.901 -0.143 0.912
H -0.209 -2.129 1.568 1.844 -1.848 0.067
H 0.570 1.482 2.334 0.614 -0.496 -0.448
H 2.988 1.186 -1.931 0.574 -0.648 0.981
```
Forces are in eV/Å.

LUMO level	0.494	eV
E	-30765.3981	eV
energy relative to the best compared isomer or geometry (same formula, charge and spin)	3.062	eV
HOMO-LUMO gap	9.54	eV

Entry 2:
This record from the OMol25 dataset describes a 2-piece molecular cluster, C3H9S2 overall at a distorted geometry. The level of theory is wB97M-V/def2-TZVPD.

The geometry in XYZ format:
```
14
Properties=species:S:1:pos:R:3:forces:R:3
C -2.285 -1.122 -1.787 -0.099 -0.073 -1.719
S -1.428 -0.587 -0.245 -0.848 0.091 -0.781
H -3.313 -1.399 -1.701 -0.881 -1.209 1.391
H -2.658 -0.458 -2.671 2.064 0.159 1.016
H -1.736 -2.005 -2.219 -0.599 0.862 0.119
C 1.104 0.420 2.365 -1.172 -3.333 -0.629
S 1.997 1.436 1.295 1.901 1.294 -1.659
C 1.605 0.843 -0.415 -3.911 0.983 0.596
H 1.708 -0.375 2.919 -0.638 0.813 -1.021
H 0.333 -0.049 1.651 0.855 0.147 1.505
H 0.573 0.944 3.115 -0.558 0.862 0.591
H 1.768 -0.208 -0.663 0.471 0.304 0.199
H 0.399 0.974 -0.506 2.675 -0.692 0.240
H 1.932 1.587 -1.139 0.740 -0.208 0.153
```
Forces are in eV/Å.

LUMO level	3.412	eV
E	-24926.7361	eV
energy relative to the best compared isomer or geometry (same formula, charge and spin)	2.011	eV
total charge	-1
HOMO-LUMO gap	5.89	eV

Entry 3:
This record from the OMol25 dataset describes one molecule with the formula C6H10P2 at a distorted geometry. The level of theory is wB97M-V/def2-TZVPD.

The geometry in XYZ format:
```
18
Properties=species:S:1:pos:R:3:forces:R:3
C 0.212 -0.118 -0.108 -1.699 2.642 -0.542
C -0.880 -0.425 -0.827 -0.373 -0.555 0.509
C 2.697 -0.007 0.226 0.310 0.709 1.699
C 1.447 -0.783 -0.067 3.208 -2.908 -0.415
C -2.390 0.732 0.724 -0.132 1.751 2.170
C -2.310 0.178 -0.614 2.556 -1.347 -2.977
P 2.625 1.710 0.149 0.794 -0.840 -0.100
P 1.485 -2.525 -0.363 -3.197 2.090 0.451
H 0.224 0.903 0.335 -0.165 -0.967 0.252
H -0.815 -1.345 -1.413 -0.140 0.284 -0.196
H 3.554 -0.521 0.805 -1.380 0.608 -1.561
H -2.161 0.072 1.594 0.320 0.064 -1.031
H -1.601 1.577 0.703 -1.902 -0.780 0.762
H -3.449 0.992 0.937 0.751 0.856 -0.102
H -2.501 0.951 -1.438 -0.031 -1.081 1.151
H -2.875 -0.729 -0.807 -0.872 0.266 0.052
H 3.968 2.144 0.588 -0.817 -0.798 -0.183
H 2.771 -2.805 -0.425 2.767 0.007 0.062
```
Forces are in eV/Å.

LUMO level (alpha / beta)	-1.175 / -1.173	eV
E	-24957.5798	eV
energy relative to the best compared isomer or geometry (same formula, charge and spin)	1.940	eV
structure (SMILES)	[H]/P=C(/C=C/CC)\C=P\[H]
HOMO-LUMO gap (alpha / beta)	6.90 / 6.90	eV

Entry 4:
This record from the OMol25 dataset describes C12H28O4V as an isolated structure at a distorted geometry. The level of theory is wB97M-V/def2-TZVPD.

The geometry in XYZ format:
```
45
Properties=species:S:1:pos:R:3:forces:R:3
V -0.285 -0.153 -0.080 -0.080 -0.176 0.999
C 2.387 -3.381 -1.338 -0.776 0.277 -1.113
C 1.501 -2.165 -1.543 -1.536 0.933 1.308
C 0.909 -2.053 -2.931 -0.234 -1.127 -0.018
O 0.505 -2.115 -0.527 0.286 0.629 -0.612
H 2.643 -3.386 -0.278 0.359 -0.508 -0.260
H 3.171 -3.467 -2.090 0.700 0.420 0.389
H 1.766 -4.207 -1.683 -0.245 -0.497 0.833
H 2.069 -1.236 -1.507 0.901 0.268 0.417
H 0.328 -2.938 -3.191 -0.035 -0.374 0.004
H 1.748 -1.989 -3.624 -0.215 0.489 -0.486
H 0.164 -1.257 -2.950 0.410 0.456 -0.284
C 2.042 2.060 -2.464 0.298 0.003 0.437
C 1.818 2.273 -0.932 -0.674 -0.865 0.855
C 2.344 3.639 -0.397 -0.425 -0.098 0.079
O 0.552 1.885 -0.524 -0.509 0.358 -0.596
H 3.083 2.176 -2.767 0.347 -0.021 0.124
H 1.483 2.710 -3.137 -0.390 0.433 0.350
H 1.735 1.056 -2.756 0.016 -0.132 0.271
H 2.443 1.602 -0.342 1.093 -0.531 -0.559
H 1.841 4.500 -0.837 0.209 0.238 -0.427
H 3.432 3.653 -0.466 0.217 0.328 -0.755
H 2.226 3.774 0.678 -0.602 -0.529 0.205
C -3.379 1.090 0.993 -0.710 -0.217 0.236
C -3.402 0.405 -0.393 1.062 -1.420 0.150
C -3.293 1.424 -1.500 -0.404 1.789 -0.014
O -2.437 -0.589 -0.480 1.178 0.603 0.089
H -4.296 1.624 1.241 -0.336 0.778 -0.509
H -2.516 1.742 1.125 0.091 -0.046 -0.051
H -3.406 0.380 1.819 0.663 -0.514 -0.295
H -4.334 -0.135 -0.562 -1.037 0.102 0.325
H -2.438 2.080 -1.334 0.622 -0.365 -0.333
H -4.100 2.153 -1.432 -0.701 0.250 0.352
H -3.394 1.124 -2.543 0.578 -0.754 0.127
C 0.421 -0.656 4.427 2.047 0.085 -0.131
C 0.047 -1.009 2.988 -0.723 1.844 -0.486
C -1.259 -1.683 3.039 -1.152 -0.927 -0.167
O -0.023 0.133 2.164 0.440 -1.046 -0.328
H 0.435 -1.481 5.139 -0.496 -0.436 -0.003
H -0.078 0.200 4.882 -0.235 0.090 -0.369
H 1.487 -0.454 4.318 0.283 0.751 0.438
H 0.713 -1.776 2.593 0.815 -0.034 0.057
H -2.048 -0.968 3.271 -0.180 0.075 -0.280
H -1.233 -2.405 3.855 -0.210 -0.566 0.021
H -1.376 -2.178 2.075 -0.714 -0.015 0.013
```
Forces are in eV/Å.

LUMO level (alpha / beta)	7.507 / 7.442	eV
E	-46767.7180	eV
total charge	-3
HOMO-LUMO gap (alpha / beta)	1.76 / 6.35	eV
multiplicity	5

Entry 5:
This record from the OMol25 dataset describes C26H54BeF3N3O8S5 as an isolated structure at a distorted geometry. The level of theory is wB97M-V/def2-TZVPD.

The geometry in XYZ format:
```
100
Properties=species:S:1:pos:R:3:forces:R:3
Be 15.014 19.332 -4.791 0.680 3.317 1.475
C 18.786 18.559 -4.237 -1.559 0.366 -1.272
O 18.830 17.490 -3.333 0.357 -0.332 1.220
O 17.482 18.747 -4.588 -0.478 1.181 0.137
C 19.632 19.823 -3.728 -0.908 -1.467 0.148
F 20.959 19.519 -3.707 -0.438 0.405 0.051
F 19.466 20.841 -4.558 0.100 0.577 -0.388
F 19.296 20.271 -2.489 0.266 -0.204 -0.195
C 20.067 16.953 -2.883 0.281 -0.426 0.484
C 19.808 15.714 -2.009 -0.542 0.476 -1.016
H 19.278 15.088 -2.729 -0.094 -0.618 0.570
H 20.739 15.246 -1.692 0.047 0.016 -0.151
H 19.187 15.885 -1.131 -0.059 0.200 -0.082
H 20.679 17.667 -2.332 -0.065 0.227 -0.151
H 20.632 16.561 -3.734 0.230 0.391 -0.181
H 19.287 18.330 -5.188 0.873 -0.380 0.083
C 16.345 21.943 -2.855 0.195 0.341 0.339
C 14.797 22.026 -2.958 1.142 -1.032 0.234
O 14.295 21.565 -4.144 0.337 -1.967 -1.347
H 16.610 21.979 -1.795 0.041 0.306 0.047
H 16.924 22.708 -3.382 -0.355 0.406 0.019
H 16.816 21.020 -3.207 -0.740 -0.358 -0.164
H 14.416 23.031 -2.733 0.223 0.287 -0.145
H 14.467 21.409 -2.104 -0.286 -0.122 0.182
C 17.572 20.486 -8.187 0.669 0.513 -0.345
S 16.107 21.481 -7.691 1.334 -0.847 0.278
O 15.242 20.525 -6.889 0.147 -0.165 0.788
C 17.110 22.539 -6.584 -0.678 0.069 2.012
H 17.774 19.661 -7.504 -0.573 0.000 0.179
H 18.450 21.130 -8.116 -0.112 0.185 0.038
H 17.565 20.158 -9.226 -0.586 -0.176 0.084
H 17.695 21.949 -5.874 -0.016 -0.510 -0.352
H 16.416 23.051 -5.911 -0.386 -0.051 -0.260
H 17.772 23.332 -6.930 -0.209 -0.326 -1.098
C 13.360 27.018 -0.487 0.789 -0.445 -0.306
S 15.144 27.159 -0.031 -0.202 -0.662 0.369
O 15.299 26.785 1.415 -0.335 0.271 -1.001
C 15.641 25.727 -1.059 0.432 0.446 -0.307
H 13.070 26.049 -0.083 -0.440 0.242 0.247
H 13.296 26.953 -1.574 0.135 0.085 -0.005
H 12.759 27.867 -0.174 0.140 -0.146 0.443
H 16.723 25.609 -1.006 0.000 0.159 0.348
H 15.439 26.007 -2.095 -0.246 -0.087 -0.012
H 15.203 24.763 -0.802 -0.326 0.213 0.229
C 14.511 18.079 0.055 -0.737 1.209 -0.461
S 15.797 18.028 -1.200 1.931 -0.029 0.019
O 15.401 18.818 -2.419 -1.077 0.109 0.038
C 17.023 19.183 -0.359 -1.156 -0.392 -0.354
H 14.854 17.770 1.040 0.208 -0.149 -0.164
H 13.637 17.521 -0.275 0.333 -0.423 0.051
H 14.168 19.117 0.083 0.113 0.099 0.302
H 17.432 18.826 0.585 -0.063 -0.453 -0.161
H 16.457 20.091 -0.145 0.071 0.131 -0.225
H 17.791 19.341 -1.112 -0.064 -0.045 0.050
C 10.369 20.413 -3.671 0.857 0.459 -0.525
S 11.354 18.893 -3.737 -0.376 -0.372 0.093
O 12.593 19.102 -4.574 0.666 -0.035 0.274
C 11.751 18.850 -1.979 0.362 -0.588 -0.134
H 10.019 20.595 -4.687 -0.218 -0.074 0.075
H 11.005 21.262 -3.412 0.146 -0.094 0.088
H 9.557 20.327 -2.952 -0.011 -0.348 -0.115
H 10.806 18.870 -1.436 0.003 0.502 -0.004
H 12.485 19.613 -1.724 -0.238 0.214 0.043
H 12.163 17.870 -1.739 0.181 0.027 -0.343
C 9.213 22.136 -0.432 0.187 -0.440 -0.712
S 10.385 23.353 0.154 0.574 1.101 0.420
O 10.015 24.715 -0.367 0.100 -1.076 0.042
C 11.879 22.877 -0.774 -0.037 0.276 -0.548
H 9.174 22.068 -1.520 -0.021 0.342 -0.031
H 8.228 22.381 -0.043 0.104 0.056 0.116
H 9.545 21.161 -0.071 -0.067 0.034 0.253
H 11.674 22.986 -1.841 -0.136 -0.226 -0.034
H 12.322 21.908 -0.546 -0.409 -0.143 0.136
H 12.653 23.617 -0.571 -0.218 0.141 0.366
C 18.896 22.607 -0.571 -1.025 0.175 0.109
C 17.913 23.197 0.338 -0.183 -0.064 0.191
N 17.180 23.648 1.099 -0.004 -0.121 -0.130
H 18.596 21.584 -0.793 0.413 -0.111 0.448
H 19.848 22.720 -0.059 0.291 -0.235 -0.618
H 18.778 23.086 -1.543 0.623 0.327 0.095
N 12.401 22.042 -6.377 -0.192 1.124 -0.456
C 11.535 21.110 -6.846 -0.220 -0.950 -0.649
C 10.812 21.661 -7.879 -0.503 0.176 -0.204
C 11.195 22.996 -8.003 0.862 1.150 0.753
C 12.202 23.218 -7.069 -0.099 -0.623 0.013
H 13.097 21.982 -5.637 0.040 -0.554 0.264
H 11.518 20.080 -6.532 0.283 0.110 0.210
H 10.074 21.283 -8.570 -0.036 -0.690 0.467
H 10.695 23.738 -8.605 0.317 0.005 -0.209
H 12.857 24.043 -6.836 -0.291 0.233 -0.074
N 14.936 27.320 -6.130 -0.112 0.030 1.177
C 15.510 26.071 -6.056 -0.939 0.550 -1.104
C 14.788 25.369 -5.138 1.170 -1.113 1.340
C 13.927 26.250 -4.440 -0.209 0.140 -0.799
C 14.012 27.436 -5.104 0.174 0.860 -0.390
H 15.225 28.054 -6.751 -0.034 0.034 0.128
H 16.267 25.832 -6.786 -0.017 -0.371 0.168
H 15.005 24.363 -4.806 -0.094 -0.101 -0.196
H 13.277 26.047 -3.605 0.015 -0.149 -0.097
H 13.528 28.373 -4.880 -0.020 0.000 -0.216
```
Forces are in eV/Å.

LUMO level	-1.750	eV
E	-111408.4050	eV
energy relative to the best compared isomer or geometry (same formula, charge and spin)	0.000	eV
HOMO-LUMO gap	5.83	eV

Entry 6:
This record from the OMol25 dataset describes C38H30CrF5N4O6S2 as an isolated structure. The level of theory is wB97M-V/def2-TZVPD.

The geometry in XYZ format:
```
86
Properties=species:S:1:pos:R:3:forces:R:3
Cr 0.161 0.549 0.508 0.066 0.470 -0.552
C 0.382 0.157 -3.105 0.003 -0.009 0.036
C -1.113 0.018 -3.046 0.005 0.044 -0.048
C -1.852 0.369 -4.172 -0.043 0.014 -0.017
C -3.233 0.297 -4.181 0.035 -0.010 -0.008
C -3.886 -0.145 -3.042 0.008 -0.004 0.014
C -3.184 -0.515 -1.903 -0.031 -0.009 -0.005
C -3.965 -1.001 -0.715 -0.030 0.068 0.009
C -1.778 -0.427 -1.899 0.105 0.014 -0.002
N -1.055 -0.729 -0.715 -0.037 -0.134 0.090
C -1.266 -1.951 -0.204 0.069 -0.006 0.315
O -1.774 -2.942 -0.741 -0.047 0.025 -0.050
C -0.823 -2.062 1.239 -0.020 -0.039 -0.027
C -0.997 -3.188 2.022 -0.007 0.080 -0.066
C -0.530 -3.152 3.327 0.014 -0.010 0.034
C 0.101 -2.016 3.817 -0.020 0.041 -0.077
C 0.232 -0.930 2.973 0.031 -0.041 0.040
N -0.249 -0.977 1.738 -0.022 -0.036 -0.052
C 0.922 0.364 3.343 -0.095 -0.204 0.047
O 1.383 0.493 4.481 -0.012 0.050 -0.026
N 0.938 1.232 2.326 -0.067 -0.109 0.051
C 1.618 2.458 2.583 -0.081 -0.006 -0.088
C 3.010 2.496 2.462 0.108 0.030 -0.032
C 3.800 1.237 2.253 0.013 -0.050 -0.044
C 3.669 3.711 2.603 0.013 0.015 -0.007
C 2.972 4.871 2.901 -0.005 -0.022 -0.011
C 1.605 4.802 3.102 -0.003 -0.002 0.011
C 0.912 3.603 2.964 0.066 0.018 0.022
C -0.554 3.569 3.291 -0.031 0.037 -0.042
H 0.764 -0.238 -4.049 0.005 -0.010 -0.010
H 0.865 -0.370 -2.286 -0.141 0.049 -0.130
H 0.667 1.208 -3.037 -0.047 -0.028 -0.085
H -1.319 0.715 -5.051 0.009 0.010 -0.027
H -3.795 0.589 -5.059 -0.007 0.006 -0.018
H -4.970 -0.196 -3.022 -0.021 -0.002 -0.008
H -4.943 -0.515 -0.682 -0.006 -0.010 -0.005
H -3.449 -0.787 0.217 0.022 0.055 0.074
H -4.103 -2.083 -0.760 0.014 -0.001 -0.012
H -1.469 -4.054 1.581 0.003 -0.015 0.023
H -0.644 -4.020 3.965 -0.006 -0.006 0.006
H 0.501 -1.940 4.817 0.005 -0.021 0.027
H 3.241 0.481 1.706 0.031 0.083 0.029
H 4.056 0.798 3.221 -0.003 0.003 0.016
H 4.725 1.439 1.712 0.022 -0.002 0.018
H 4.746 3.738 2.475 0.015 0.010 0.000
H 3.494 5.816 2.994 0.011 0.016 0.002
H 1.050 5.693 3.381 0.011 0.007 0.004
H -0.759 4.263 4.110 -0.025 0.000 -0.002
H -0.865 2.573 3.591 -0.026 -0.100 0.034
H -1.160 3.847 2.429 0.013 0.006 0.001
F -6.886 1.227 3.050 0.092 0.005 -0.053
C -5.701 1.428 2.438 0.016 0.016 -0.005
C -4.547 0.834 2.913 -0.062 0.003 -0.020
F -4.611 0.030 3.989 -0.015 0.044 -0.040
C -3.334 1.060 2.284 -0.012 -0.190 0.092
F -2.274 0.415 2.799 -0.150 0.214 -0.007
C -3.194 1.866 1.155 0.126 0.092 -0.120
S -1.704 2.216 0.318 -0.078 -0.264 0.227
C -4.388 2.452 0.712 -0.111 0.055 -0.038
F -4.386 3.260 -0.359 0.036 -0.064 0.062
C -5.610 2.246 1.324 0.048 -0.038 0.047
F -6.720 2.840 0.845 0.041 -0.035 0.040
C 2.491 -4.370 -5.495 0.012 -0.020 -0.041
C 2.544 -3.733 -4.132 -0.046 0.011 0.027
C 3.763 -3.388 -3.560 0.061 0.003 -0.018
C 3.820 -2.775 -2.316 -0.051 0.055 -0.017
C 2.646 -2.502 -1.633 -0.002 -0.092 -0.012
C 1.420 -2.844 -2.187 0.073 -0.083 0.040
C 1.376 -3.456 -3.428 0.014 0.008 0.000
S 2.671 -1.730 -0.023 -0.144 -0.251 -0.022
O 4.077 -1.567 0.291 -0.008 0.007 -0.019
O 1.897 -2.602 0.831 0.053 0.080 0.014
N 1.921 -0.357 -0.233 0.144 0.252 0.411
C 2.744 0.596 -0.983 0.031 0.030 -0.036
C 2.021 1.922 -1.163 0.109 0.072 -0.015
O 2.532 2.799 -1.841 0.058 -0.006 -0.030
O 0.877 2.019 -0.571 -0.146 -0.185 0.124
H 3.209 -5.188 -5.580 0.018 -0.006 0.000
H 2.725 -3.645 -6.277 0.006 0.014 -0.005
H 1.499 -4.769 -5.702 -0.034 -0.011 0.000
H 4.683 -3.601 -4.094 0.015 0.003 -0.012
H 4.762 -2.498 -1.864 0.042 -0.007 0.025
H 0.506 -2.637 -1.646 0.006 -0.057 -0.076
H 0.415 -3.718 -3.854 -0.043 0.000 -0.008
H 2.986 0.218 -1.987 0.027 0.071 0.049
H 3.692 0.801 -0.482 0.012 0.008 -0.016
```
Forces are in eV/Å.

LUMO level (alpha / beta)	4.171 / 4.171	eV
E	-121825.1054	eV
energy relative to the best compared isomer or geometry (same formula, charge and spin)	0.000	eV
total charge	-2
HOMO-LUMO gap (alpha / beta)	6.84 / 6.93	eV
multiplicity	4